# 1
Below is a structure of composition C25H13BrF2N2O6V, with properties calculated with ωB97M-V/def2-TZVPD.

Geometry as XYZ:
```
50
Properties=species:S:1:pos:R:3:nbo_charge:R:1
V 0.520 0.142 -1.158 1.25
O -1.387 -3.379 -1.346 -0.69
C -0.638 -2.406 -1.430 0.74
O -0.769 -1.272 -0.828 -0.74
C 0.549 -2.402 -2.350 0.03
C 0.888 -3.346 -3.293 -0.20
C 1.935 -3.074 -4.181 -0.29
C 2.573 -1.826 -4.119 -0.21
C 2.200 -0.934 -3.142 0.04
N 1.224 -1.225 -2.243 -0.53
C 2.625 0.514 -3.028 0.75
O 3.439 0.991 -3.819 -0.70
O 1.981 1.135 -2.104 -0.74
H 0.322 -4.267 -3.329 0.22
H 2.225 -3.809 -4.922 0.19
H 3.338 -1.537 -4.827 0.22
F 3.657 -2.579 2.244 -0.36
C 2.751 -1.570 2.049 0.38
C 2.290 -1.295 0.826 -0.30
C 1.412 -0.132 0.611 -0.10
C 0.829 0.559 1.885 0.16
C 1.271 -0.045 3.152 0.45
F 0.686 0.290 4.316 -0.32
C 2.252 -0.964 3.238 -0.40
C -0.502 2.284 0.577 0.28
C -0.745 3.636 0.759 -0.24
C -0.897 4.479 -0.327 -0.17
C -0.821 3.924 -1.602 -0.27
C -0.539 2.586 -1.721 0.05
N -0.332 1.765 -0.666 -0.53
H 2.575 -1.912 -0.017 0.22
H 2.571 -1.335 4.202 0.22
H -0.821 3.958 1.789 0.28
H -1.072 5.539 -0.194 0.20
H -0.951 4.528 -2.491 0.20
H -0.428 2.138 -2.704 0.20
Br -3.610 -1.530 5.027 -0.04
C -3.230 -0.782 3.305 -0.05
C -4.167 -0.945 2.300 -0.28
C -3.892 -0.355 1.079 -0.19
C -2.721 0.365 0.879 -0.23
C -1.772 0.500 1.887 0.11
C -2.060 -0.079 3.126 -0.27
C -0.501 1.431 1.885 0.18
O -0.570 2.223 2.953 -0.90
O 1.924 1.090 1.159 -0.50
H -5.078 -1.501 2.474 0.21
H -4.595 -0.472 0.262 0.20
H -2.566 0.815 -0.086 0.21
H -1.376 0.080 3.945 0.26
```

The calculation puts the energy above the lowest of the compared OMol25 structures with the same formula, charge and spin at 115.1 kcal per mole. The multiplicity is 4. Its net charge is -2. The calculation puts the HOMO energy (alpha / beta) at -0.407 / -1.924 eV. The LUMO energy (alpha / beta) comes out at 4.30 / 4.30 eV. Its max |F| is 0.0729 Eh/bohr. As for the expectation value of S²: 3.7989.

=====

# 2
Below is a structure of composition C25H14BrF2FeN4O2S, with properties calculated with ωB97M-V/def2-TZVPD.

Geometry as XYZ:
```
50
Properties=species:S:1:pos:R:3:nbo_charge:R:1
Fe -0.192 -0.389 -0.117 0.90
O -2.571 1.032 5.557 -0.66
C -1.984 0.790 4.355 0.34
C -0.615 0.892 4.146 -0.34
C -0.120 0.612 2.887 0.07
N -0.897 0.260 1.859 -0.53
C -2.199 0.188 2.084 0.17
Br -3.259 -0.278 0.592 0.10
C -2.809 0.427 3.300 -0.33
H -1.894 1.264 6.202 0.48
H 0.059 1.176 4.946 0.21
H 0.943 0.656 2.682 0.22
H -3.877 0.339 3.427 0.24
F -1.976 -5.515 0.595 -0.35
C -0.971 -4.602 0.702 0.41
C -1.143 -3.339 0.207 -0.37
C -0.121 -2.365 0.299 -0.35
C 1.099 -2.783 0.910 -0.27
C 1.192 -4.078 1.425 0.44
F 2.318 -4.505 2.076 -0.36
C 0.190 -5.015 1.341 -0.43
C 2.223 -1.817 0.918 0.22
C 3.529 -2.102 1.351 -0.25
C 4.522 -1.152 1.231 -0.18
C 4.223 0.086 0.675 -0.30
C 2.920 0.309 0.282 0.04
N 1.945 -0.597 0.409 -0.54
H -2.099 -3.102 -0.246 0.21
H 0.308 -6.006 1.751 0.23
H 3.760 -3.068 1.765 0.23
H 5.528 -1.383 1.560 0.20
H 4.971 0.856 0.541 0.21
H 2.622 1.252 -0.159 0.22
O -1.480 2.999 -2.914 -0.91
S -1.575 1.684 -2.226 1.08
N -0.356 1.475 -1.122 -0.95
N 5.786 8.363 0.268 -0.36
C 5.024 7.517 0.095 0.29
C 4.073 6.463 -0.120 -0.18
C 3.105 6.580 -1.121 -0.17
C 2.193 5.568 -1.328 -0.21
C 2.212 4.401 -0.540 -0.03
C 3.192 4.303 0.467 -0.23
C 4.107 5.314 0.672 -0.16
C 1.281 3.366 -0.757 -0.22
C 0.480 2.467 -0.942 0.26
H 3.078 7.471 -1.734 0.22
H 1.444 5.655 -2.103 0.23
H 3.215 3.418 1.090 0.22
H 4.853 5.222 1.450 0.21
```

The calculation puts the energy above the lowest of the compared OMol25 structures with the same formula, charge and spin at 30.1 kcal per mole. The multiplicity is 5. Its net charge is -1. The calculation puts the HOMO energy (alpha / beta) at -3.730 / -2.371 eV. The LUMO energy (alpha / beta) comes out at 2.05 / 2.05 eV. Its max |F| is 0.0081 Eh/bohr. As for the expectation value of S²: 6.1949.

=====

# 3
Below is a structure of composition C25H14Cl2N4O4SW, with properties calculated with ωB97M-V/def2-TZVPD.

Geometry as XYZ:
```
51
Properties=species:S:1:pos:R:3:nbo_charge:R:1
W 0.655 -0.002 -0.188 1.38
Cl -0.963 -1.594 -6.653 0.02
C -0.792 -0.693 -5.183 -0.07
C -0.648 -1.400 -3.995 -0.23
C -0.506 -0.701 -2.811 0.11
N -0.299 -1.233 -1.515 -0.64
C -0.467 -2.545 -1.201 0.65
O -0.765 -3.467 -1.931 -0.58
C -0.265 -2.805 0.282 0.14
C -0.321 -4.088 0.776 -0.21
C -0.141 -4.260 2.143 -0.13
C 0.112 -3.160 2.945 -0.24
C 0.186 -1.906 2.359 0.11
N -0.018 -1.737 1.053 -0.48
C -0.504 0.699 -2.811 0.20
C -0.644 1.398 -3.996 -0.26
C -0.790 0.691 -5.183 -0.05
Cl -0.958 1.592 -6.653 0.02
N -0.295 1.230 -1.515 -0.66
C -0.460 2.543 -1.201 0.65
O -0.755 3.466 -1.932 -0.58
C -0.258 2.803 0.282 0.14
C -0.310 4.086 0.775 -0.21
C -0.130 4.258 2.142 -0.13
C 0.118 3.157 2.945 -0.24
C 0.190 1.903 2.358 0.11
N -0.014 1.734 1.052 -0.48
H -0.655 -2.478 -4.009 0.27
H -0.501 -4.902 0.090 0.26
H -0.185 -5.252 2.575 0.23
H 0.282 -3.258 4.008 0.24
H 0.473 -1.035 2.925 0.22
H -0.649 2.476 -4.009 0.27
H -0.489 4.900 0.089 0.26
H -0.172 5.250 2.574 0.23
H 0.288 3.255 4.007 0.24
H 0.474 1.030 2.925 0.22
O 3.650 0.007 2.784 -0.63
C 3.336 -0.007 1.610 0.81
O 2.065 -0.004 1.273 -0.79
C 4.366 -0.001 0.532 -0.24
C 5.699 0.005 0.947 -0.14
C 6.735 0.009 0.035 -0.23
C 6.441 0.008 -1.324 -0.18
C 5.128 0.003 -1.749 -0.26
C 4.071 -0.002 -0.831 -0.04
S 2.476 -0.005 -1.591 0.02
H 5.890 0.005 2.011 0.24
H 7.763 0.013 0.373 0.22
H 7.238 0.012 -2.057 0.22
H 4.903 0.003 -2.808 0.22
```

The calculation puts the energy above the lowest of the compared OMol25 structures with the same formula, charge and spin at 1.0 kcal per mole. The calculation puts the HOMO energy (alpha / beta) at -7.493 / -7.497 eV. The LUMO energy (alpha / beta) comes out at -1.26 / -1.25 eV. Its max |F| is 0.0147 Eh/bohr.

=====

> Which of these has the lowest max |F|?

C25H14BrF2FeN4O2S

=====

> max |F| of number 3 (C25H14Cl2N4O4SW)?

0.0147 Eh/bohr

=====

> Look up the max |F| of the first one.

0.0729 Eh/bohr